1.
ORCA calculation (ωB97M-V/def2-TZVPD) on one molecule with the formula C2HCl3N2O at a distorted geometry.

Summary:
Kohn-Sham gap: 8.42 eV
SMILES string: ClC1=CON(Cl)N1Cl

Each line ends with the Löwdin charge.
Cartesian coordinates (Å):
1 C -1.18 0.04 0.09  -0.153
2 C -0.29 -0.81 -0.41  -0.807
3 N 1.01 -0.31 -0.27  -0.468
4 N 0.70 1.16 0.39  -0.416
5 O -0.67 1.16 0.56  -0.121
6 Cl -0.46 -2.49 -0.80  0.671
7 Cl 1.94 -1.22 0.89  0.617
8 Cl 1.13 2.55 -0.67  0.566
9 H -2.18 -0.09 0.21  0.111

2.
ORCA calculation (ωB97M-V/def2-TZVPD) on a 6-piece molecular cluster, C36H45FN7O5 overall at a distorted geometry.

Summary:
Kohn-Sham gap: 8.33 eV
net charge: +1

Each line ends with the Löwdin charge.
Cartesian coordinates (Å):
1 O 6.21 -0.75 3.93  0.230
2 C 5.42 -0.89 3.06  -0.498
3 F 4.68 -1.99 2.93  0.132
4 N 5.15 0.05 2.02  0.188
5 C 3.80 0.27 1.68  -0.385
6 O 3.29 -0.08 0.65  0.139
7 C 3.02 1.14 2.67  -0.157
8 C 2.58 0.31 3.89  -0.096
9 C 1.22 0.77 4.42  -0.147
10 C 1.00 2.26 4.20  -0.111
11 C 0.91 2.57 2.71  -0.190
12 C -0.49 2.49 2.10  -0.153
13 O -1.26 1.48 2.71  -0.104
14 C -2.14 0.81 1.80  -0.214
15 O -2.55 -0.41 2.31  -0.078
16 C -1.53 -1.15 2.96  -0.187
17 C -1.72 -2.66 2.91  -0.174
18 O -0.44 -3.26 2.68  -0.083
19 N 1.86 1.68 1.91  0.146
20 H 5.58 -0.32 1.16  0.170
21 H 3.64 1.98 2.97  0.177
22 H 2.48 -0.73 3.58  0.119
23 H 3.37 0.33 4.64  0.134
24 H 1.10 0.50 5.47  0.133
25 H 0.45 0.25 3.86  0.075
26 H 0.08 2.58 4.67  0.137
27 H 1.82 2.84 4.64  0.129
28 H 1.23 3.59 2.55  0.160
29 H -0.42 2.35 1.02  0.092
30 H -0.96 3.47 2.26  0.149
31 H -3.04 1.40 1.64  0.153
32 H -1.63 0.67 0.83  0.126
33 H -0.58 -0.96 2.44  0.112
34 H -1.43 -0.80 3.98  0.127
35 H -2.10 -3.03 3.86  0.124
36 H -2.35 -2.98 2.09  0.113
37 H 0.18 -2.87 3.31  0.070
38 H 2.23 2.25 1.15  0.177
39 H 1.34 0.93 1.45  0.148
40 N 3.79 -6.42 0.10  0.057
41 C 2.64 -7.02 0.41  -0.148
42 C 1.76 -6.53 1.37  -0.063
43 C 2.09 -5.36 2.03  -0.080
44 C 3.27 -4.73 1.71  -0.076
45 C 4.09 -5.29 0.74  -0.157
46 H 2.43 -7.93 -0.13  0.105
47 H 0.84 -7.06 1.58  0.104
48 H 1.43 -4.95 2.78  0.086
49 H 3.56 -3.81 2.20  0.068
50 H 5.03 -4.83 0.46  0.101
51 N -0.27 2.32 -1.36  0.058
52 C 0.73 1.48 -1.13  -0.226
53 C 1.96 1.53 -1.75  -0.087
54 C 2.17 2.51 -2.71  -0.056
55 C 1.13 3.39 -2.99  -0.041
56 C -0.07 3.26 -2.28  -0.116
57 H 0.51 0.69 -0.42  0.094
58 H 2.72 0.80 -1.51  0.090
59 H 3.11 2.59 -3.24  0.115
60 H 1.24 4.16 -3.73  0.111
61 H -0.90 3.94 -2.47  0.078
62 N -2.66 5.54 -2.51  0.037
63 C -2.36 6.78 -2.88  -0.153
64 C -3.23 7.85 -2.74  -0.068
65 C -4.48 7.62 -2.19  -0.072
66 C -4.80 6.33 -1.80  -0.068
67 C -3.86 5.33 -1.98  -0.151
68 H -1.37 6.92 -3.31  0.103
69 H -2.93 8.84 -3.06  0.104
70 H -5.18 8.43 -2.06  0.109
71 H -5.77 6.10 -1.37  0.104
72 H -4.08 4.31 -1.69  0.105
73 N -4.63 -1.93 -0.77  0.063
74 C -5.36 -2.75 -1.51  -0.147
75 C -4.88 -3.94 -2.05  -0.066
76 C -3.57 -4.29 -1.81  -0.078
77 C -2.79 -3.44 -1.04  -0.082
78 C -3.37 -2.28 -0.55  -0.167
79 H -6.39 -2.45 -1.68  0.106
80 H -5.53 -4.57 -2.64  0.104
81 H -3.15 -5.21 -2.21  0.107
82 H -1.75 -3.67 -0.82  0.102
83 H -2.79 -1.58 0.06  0.082
84 N 0.76 0.13 -5.40  0.057
85 C 0.14 -0.28 -4.29  -0.153
86 C -0.40 -1.55 -4.14  -0.065
87 C -0.29 -2.44 -5.20  -0.075
88 C 0.35 -2.02 -6.36  -0.068
89 C 0.86 -0.73 -6.40  -0.152
90 H 0.07 0.45 -3.50  0.076
91 H -0.90 -1.83 -3.23  0.090
92 H -0.71 -3.44 -5.13  0.106
93 H 0.45 -2.68 -7.21  0.103
94 H 1.37 -0.37 -7.29  0.104

3.
ORCA calculation (ωB97M-V/def2-TZVPD) on C8H9O6PY as an isolated structure at a distorted geometry.

Summary:
Kohn-Sham gap: 8.46 eV
net charge: +3

Each line ends with the Löwdin charge.
Cartesian coordinates (Å):
1 O -0.10 3.72 -2.61  0.243
2 C 0.04 2.63 -2.29  0.059
3 Y 0.29 0.26 -1.62  1.112
4 O -0.03 -0.03 -5.24  0.252
5 C 0.07 0.06 -4.10  -0.013
6 C 0.05 -2.15 -2.10  0.030
7 O -0.08 -3.28 -2.30  0.248
8 C -2.12 0.04 -2.09  0.028
9 O -3.25 -0.07 -2.30  0.247
10 C 2.62 0.03 -2.30  0.056
11 O 3.71 -0.11 -2.64  0.247
12 C 1.01 0.94 3.02  -0.125
13 P 0.07 0.06 1.79  0.650
14 C 0.29 -1.71 1.80  -0.138
15 C -1.69 0.41 1.82  -0.138
16 O 0.62 0.58 0.43  -0.518
17 H 0.66 0.64 4.01  0.090
18 H 0.90 2.04 2.92  0.094
19 H 2.09 0.72 2.93  0.093
20 H 0.01 -2.12 2.78  0.098
21 H -0.34 -2.17 1.03  0.058
22 H 1.35 -1.93 1.59  0.085
23 H -1.84 1.49 1.71  0.088
24 H -2.19 -0.11 0.99  0.055
25 H -2.13 0.05 2.76  0.099

4.
ORCA calculation (ωB97M-V/def2-TZVPD) on C28H67Ca2CuN4O8 as an isolated structure at a distorted geometry.

Summary:
Kohn-Sham gap: 1.94 eV
net charge: +4

Each line ends with the Löwdin charge.
Cartesian coordinates (Å):
1 Cu 1.68 -1.29 2.81  0.545
2 Ca -0.55 1.62 2.79  1.575
3 Ca 2.26 1.30 0.17  1.565
4 C -0.54 -0.30 -0.15  -0.179
5 O 0.10 0.37 0.96  -0.700
6 H -0.56 -1.38 -0.05  0.088
7 H -1.57 0.07 -0.20  0.056
8 H -0.04 0.04 -1.07  0.045
9 C -3.10 1.57 -2.63  -0.042
10 C -3.04 0.64 -3.82  -0.500
11 C -4.19 1.05 -4.76  -0.132
12 C -4.08 0.46 -6.16  -0.145
13 C -2.68 0.84 -6.72  -0.110
14 C -1.42 0.49 -5.88  -0.494
15 N -1.75 0.74 -4.48  -0.096
16 O -0.65 0.47 -3.65  -0.049
17 C -1.01 -0.97 -6.19  -0.018
18 C -0.28 1.45 -6.26  -0.030
19 C -3.24 -0.85 -3.40  -0.003
20 H -4.11 1.67 -2.24  0.096
21 H -2.85 2.61 -2.88  0.093
22 H -2.39 1.30 -1.84  0.042
23 H -5.16 0.75 -4.37  0.133
24 H -4.12 2.14 -4.87  0.129
25 H -4.82 0.88 -6.83  0.127
26 H -4.10 -0.63 -6.11  0.107
27 H -2.57 1.85 -7.10  0.123
28 H -2.64 0.11 -7.53  0.121
29 H -0.34 -1.00 -7.05  0.095
30 H -0.27 -1.34 -5.47  0.066
31 H -1.81 -1.69 -6.32  0.088
32 H -0.46 2.42 -5.78  0.092
33 H 0.66 0.97 -5.98  0.073
34 H -0.19 1.70 -7.32  0.100
35 H -3.86 -0.85 -2.49  0.075
36 H -2.29 -1.29 -3.11  0.068
37 H -3.85 -1.47 -4.06  0.086
38 H -0.19 1.31 -3.54  0.097
39 C 4.09 -3.22 6.38  -0.123
40 O 2.72 -3.49 6.47  -0.168
41 C 2.34 -4.63 5.72  -0.178
42 C 2.18 -4.24 4.26  -0.154
43 N 1.13 -3.19 4.16  -0.065
44 C -0.11 -3.41 3.43  -0.173
45 C 0.16 -3.78 1.95  -0.169
46 O 1.23 -3.03 1.40  -0.283
47 C 2.29 -3.79 0.79  -0.034
48 H 4.76 -4.05 6.60  0.106
49 H 4.41 -2.47 7.11  0.100
50 H 4.52 -2.83 5.45  0.080
51 H 1.43 -5.04 6.15  0.143
52 H 3.12 -5.39 5.85  0.140
53 H 1.99 -5.06 3.56  0.128
54 H 3.11 -3.86 3.82  0.110
55 H 1.01 -2.73 5.06  0.115
56 H -0.76 -2.55 3.58  0.092
57 H -0.67 -4.25 3.86  0.144
58 H -0.73 -3.53 1.36  0.127
59 H 0.29 -4.86 1.80  0.142
60 H 1.92 -4.37 -0.05  0.113
61 H 2.70 -4.46 1.55  0.088
62 H 3.04 -3.10 0.42  0.092
63 C -6.31 -0.10 2.32  -0.051
64 O -5.09 0.22 1.66  -0.217
65 C -4.06 -0.75 1.66  -0.201
66 C -3.40 -0.81 3.06  -0.156
67 N -2.90 0.56 3.31  -0.148
68 C -2.87 0.91 4.74  -0.191
69 C -2.65 2.38 4.93  -0.162
70 O -1.26 2.68 4.69  -0.393
71 C -0.63 3.60 5.61  -0.026
72 H -6.67 -1.08 2.01  0.106
73 H -7.01 0.60 1.86  0.107
74 H -6.26 0.03 3.40  0.090
75 H -3.35 -0.43 0.90  0.101
76 H -4.53 -1.69 1.34  0.140
77 H -2.68 -1.63 3.05  0.101
78 H -4.20 -1.02 3.76  0.125
79 H -3.51 1.16 2.75  0.111
80 H -2.07 0.23 5.07  0.132
81 H -3.79 0.57 5.22  0.147
82 H -2.94 2.76 5.91  0.146
83 H -3.38 2.87 4.27  0.150
84 H -0.28 4.45 5.03  0.102
85 H 0.34 3.22 5.94  0.099
86 H -1.22 3.83 6.50  0.116
87 C 2.08 -1.18 -2.68  -0.021
88 O 2.70 -0.08 -1.94  -0.338
89 C 3.93 0.35 -2.55  -0.175
90 C 4.91 1.02 -1.58  -0.164
91 N 4.34 2.17 -0.81  -0.212
92 C 5.36 3.09 -0.19  -0.179
93 C 5.97 3.99 -1.24  -0.193
94 O 5.07 4.98 -1.71  -0.153
95 C 4.40 5.70 -0.72  -0.113
96 H 1.12 -1.36 -2.21  0.074
97 H 2.65 -2.11 -2.61  0.108
98 H 2.04 -0.82 -3.70  0.105
99 H 3.69 1.03 -3.38  0.148
100 H 4.50 -0.50 -2.92  0.147
101 H 5.67 1.50 -2.20  0.132
102 H 5.44 0.35 -0.91  0.136
103 H 3.89 2.84 -1.44  0.109
104 H 6.15 2.51 0.30  0.138
105 H 4.86 3.69 0.56  0.094
106 H 6.51 3.49 -2.05  0.137
107 H 6.81 4.54 -0.79  0.148
108 H 5.05 6.05 0.09  0.112
109 H 3.55 5.13 -0.30  0.064
110 H 3.89 6.59 -1.08  0.108

5.
ORCA calculation (ωB97M-V/def2-TZVPD) on a 2-piece molecular cluster, C4H10N2P overall at a distorted geometry.

Summary:
Kohn-Sham gap: 10.08 eV
net charge: +1

Each line ends with the Löwdin charge.
Cartesian coordinates (Å):
1 C 1.45 1.37 -0.98  -0.001
2 C 0.66 0.51 -0.47  -0.300
3 C -1.59 -0.53 1.09  0.123
4 C -3.23 -0.73 -0.81  -0.078
5 N 0.90 -0.17 0.74  -0.305
6 N -2.30 -0.55 0.20  -0.039
7 P 2.41 -0.24 1.37  0.981
8 H 1.23 1.82 -1.96  0.092
9 H 2.39 1.59 -0.51  0.032
10 H -0.29 0.24 -0.80  0.070
11 H -0.14 -0.40 1.16  -0.010
12 H -4.17 -0.15 -0.64  0.115
13 H -3.44 -1.82 -1.16  0.141
14 H -2.75 -0.17 -1.70  0.121
15 H 3.01 0.77 2.22  0.016
16 H 2.54 -1.50 1.96  0.011
17 H 3.34 -0.04 0.27  0.031

6.
ORCA calculation (ωB97M-V/def2-TZVPD) on C3H5NS as an isolated structure at a distorted geometry.

Summary:
Kohn-Sham gap (spin up / spin down): 7.70 / 7.70 eV

Each line ends with the Löwdin charge.
Cartesian coordinates (Å):
1 C 0.77 0.32 -0.29  -0.158
2 C -1.75 0.85 0.01  -0.684
3 C 1.63 -0.85 -0.06  -0.069
4 N -0.33 0.71 -0.08  -0.083
5 S -1.82 -0.86 0.40  0.468
6 H -1.82 1.69 0.82  0.109
7 H -1.94 1.29 -1.03  0.106
8 H 0.89 -1.80 0.04  0.117
9 H 2.02 -0.53 1.03  0.144
10 H 2.34 -0.82 -0.86  0.052